Entry 1:
{
  "formula": "C33H47BN4O2P2Zn",
  "method": "wB97M-V/def2-TZVPD",
  "symbols": ["Zn", "C", "C", "C", "C", "C", "C", "C", "C", "C", "H", "H", "H", "H", "H", "H", "H", "H", "H", "H", "H", "H", "H", "H", "H", "P", "P", "N", "N", "N", "N", "C", "C", "C", "C", "C", "C", "C", "C", "C", "C", "C", "C", "C", "C", "C", "C", "C", "C", "H", "H", "H", "H", "H", "H", "H", "H", "H", "H", "H", "H", "H", "H", "H", "H", "H", "H", "H", "H", "C", "C", "C", "O", "B", "O", "C", "C", "C", "H", "H", "H", "H", "H", "H", "H", "H", "H", "H", "H", "H"],
  "xyz": [[3.8752, -0.7242, 0.5478], [0.1479, 1.6945, 3.2903], [0.1356, 0.5469, 2.5743], [-0.5467, 0.1942, 1.2981], [-0.0316, 0.7602, -0.0461], [0.1075, 2.2664, -0.1702], [-0.3766, 3.1817, 0.6799], [-1.4364, 3.0048, 1.7349], [-0.8799, 2.7989, 3.1344], [3.8212, 3.1089, 1.1117], [0.7517, 1.7282, 4.2031], [0.7521, -0.2858, 2.9603], [-1.6536, 0.2959, 1.3378], [-0.3450, -0.8896, 1.2381], [0.9905, 0.3645, -0.1975], [-0.7017, 0.3188, -0.8159], [0.7839, 2.5407, -0.9984], [0.0212, 4.2019, 0.6038], [-2.0361, 2.1319, 1.4985], [-2.1265, 3.8650, 1.7403], [-0.5009, 3.7562, 3.5516], [-1.7534, 2.4658, 3.7301], [3.6934, 4.1325, 0.7040], [2.8687, 2.5642, 0.9777], [4.5566, 2.4868, 0.5842], [-1.8086, -1.6672, -3.9997], [-1.5817, -3.8127, -1.4771], [-2.8721, -0.2994, -4.3772], [-1.5823, -2.2109, -5.6991], [-2.9061, -3.3321, -0.3983], [-1.4330, -5.4558, -0.9079], [-3.2023, -2.8398, -3.6222], [-2.7041, -4.1521, -2.9341], [-2.6797, 0.9670, -3.8177], [-3.7138, 1.7917, -4.2311], [-4.5605, 1.0130, -5.0936], [-4.0283, -0.2667, -5.1566], [-0.3111, -2.2046, -6.2915], [-0.4211, -2.7006, -7.5895], [-1.8067, -2.9941, -7.8245], [-2.4838, -2.7176, -6.6397], [-2.7221, -2.2878, 0.5099], [-3.9259, -2.0198, 1.1371], [-4.8906, -2.9415, 0.6159], [-4.2465, -3.7232, -0.3379], [-2.4116, -6.3436, -0.4492], [-1.8472, -7.6053, -0.3568], [-0.4775, -7.5022, -0.7719], [-0.2449, -6.1840, -1.1140], [-3.7264, -3.1381, -4.5545], [-3.9178, -2.2934, -2.9614], [-3.5802, -4.7681, -2.6291], [-2.0825, -4.7556, -3.6378], [-1.8256, 1.1736, -3.1708], [-3.8783, 2.8090, -3.9675], [-5.4329, 1.3304, -5.6149], [-4.3635, -1.1665, -5.6672], [0.5553, -1.8503, -5.7613], [0.3753, -2.8722, -8.3015], [-2.2799, -3.3564, -8.7216], [-3.5374, -2.8400, -6.3730], [-1.7579, -1.8419, 0.6381], [-4.1282, -1.2619, 1.8704], [-5.9217, -3.0565, 0.8801], [-4.6015, -4.5202, -0.9750], [-3.4131, -5.9993, -0.2453], [-2.3697, -8.4858, -0.0295], [0.2272, -8.3129, -0.8143], [0.6376, -5.6887, -1.5028], [6.6326, 4.5976, 4.1454], [5.6069, 3.4936, 4.3151], [6.0654, 2.4695, 5.3638], [5.5305, 2.8503, 3.0107], [4.2267, 3.0383, 2.6068], [3.3345, 3.1792, 3.6606], [4.1166, 4.0380, 4.5173], [3.5669, 3.9920, 5.9134], [3.8617, 5.4600, 3.9935], [6.7401, 5.2411, 5.0186], [6.3355, 5.2162, 3.2920], [7.6154, 4.1655, 3.9361], [7.0265, 2.0231, 5.0730], [6.2255, 2.9224, 6.3580], [5.3276, 1.6764, 5.5050], [4.1449, 4.6743, 6.5432], [2.5418, 4.3672, 5.8867], [3.5813, 2.9972, 6.3617], [4.1904, 5.6153, 2.9556], [2.7804, 5.6148, 4.0364], [4.3139, 6.2430, 4.6002]],
  "forces_ev_per_angstrom": [[-0.02, 0.00, 0.02], [-0.90, -1.08, -0.31], [1.22, 0.95, 1.10], [-0.70, -0.94, -0.37], [-0.18, 0.08, 0.24], [0.01, -0.27, 0.30], [0.28, 0.47, -0.72], [0.17, -0.28, -0.31], [0.17, 0.20, 0.57], [-0.46, -1.13, -0.28], [-0.12, 0.00, -0.38], [-0.06, 0.68, -0.18], [0.68, -0.07, 0.10], [-0.30, 0.35, -0.23], [-0.43, 0.01, -0.14], [0.53, 0.28, 0.10], [-0.24, 0.23, 0.68], [-0.25, -0.25, -0.22], [-0.17, 0.16, -0.14], [0.34, -0.21, -0.08], [-0.19, -0.55, -0.14], [0.44, 0.44, 0.19], [0.32, -0.63, 0.20], [0.09, 0.44, 0.06], [0.03, 0.65, -0.40], [-1.86, 0.28, -2.40], [-2.12, -0.97, 0.67], [0.37, 0.37, 0.46], [0.96, -0.28, 0.17], [0.31, 0.76, 0.17], [0.70, -0.73, -0.15], [-0.06, -0.69, 0.58], [0.22, 0.14, -0.44], [-0.67, 0.13, -0.33], [0.35, -1.42, -0.33], [1.19, -1.04, 0.54], [0.13, 0.63, 0.44], [-0.92, -0.62, -1.13], [-0.49, 0.33, 0.81], [-0.11, 0.36, 1.66], [0.44, 0.08, -0.25], [-1.24, -0.42, -0.01], [0.32, -0.67, -0.63], [1.17, -0.55, -1.01], [0.25, 0.81, 0.60], [0.93, -0.45, -0.37], [0.04, 1.21, -0.23], [-0.45, 0.78, -0.13], [-0.91, -0.32, 0.35], [0.23, 0.41, 0.77], [0.52, -0.42, -0.40], [0.80, 0.31, -0.25], [-0.47, 0.35, 0.33], [-0.36, -0.14, -0.27], [0.10, 0.49, 0.17], [-0.41, 0.21, -0.16], [0.04, 0.59, 0.15], [-0.02, 0.00, 0.13], [-0.01, 0.21, 0.20], [0.13, -0.08, -0.03], [0.67, 0.04, -0.48], [0.03, -0.02, -0.11], [0.15, 0.09, 0.13], [-0.24, 0.12, 0.12], [-0.18, 0.25, 0.23], [0.24, -0.15, 0.11], [0.03, -0.10, 0.07], [0.13, 0.02, -0.02], [-0.16, -0.10, 0.16], [0.10, 0.24, -0.17], [-0.03, -0.09, 0.34], [-0.09, 0.14, 0.27], [-0.37, 0.77, 0.31], [-0.33, -0.75, -0.30], [0.53, 0.54, -0.18], [0.18, 0.02, 0.13], [0.12, -0.01, 0.51], [0.11, 0.20, -0.22], [-0.15, -0.05, 0.14], [0.25, -0.05, 0.17], [-0.16, -0.01, -0.03], [-0.34, 0.11, -0.13], [-0.12, 0.08, -0.44], [0.07, -0.01, -0.19], [-0.03, -0.10, 0.09], [0.01, -0.16, 0.08], [-0.01, 0.06, -0.12], [-0.09, -0.15, 0.23], [0.10, -0.03, -0.15], [0.19, -0.08, 0.11]],
  "lowdin_charge": [0.201, -0.089, -0.107, -0.237, -0.185, -0.116, -0.105, -0.208, -0.196, 0.021, 0.098, 0.099, 0.103, 0.082, 0.050, 0.099, 0.105, 0.105, 0.089, 0.118, 0.112, 0.119, 0.084, 0.043, 0.038, 1.080, 1.050, -0.284, -0.261, -0.259, -0.287, -0.396, -0.393, -0.153, -0.094, -0.084, -0.139, -0.154, -0.100, -0.087, -0.158, -0.146, -0.084, -0.078, -0.163, -0.129, -0.089, -0.101, -0.153, 0.057, 0.092, 0.069, 0.088, 0.091, 0.081, 0.083, 0.085, 0.090, 0.088, 0.089, 0.084, 0.049, 0.089, 0.088, 0.089, 0.081, 0.088, 0.087, 0.095, -0.012, -0.434, -0.010, 0.123, -0.735, 0.116, -0.470, -0.015, -0.014, 0.094, 0.090, 0.095, 0.093, 0.094, 0.090, 0.099, 0.093, 0.089, 0.094, 0.097, 0.093],
  "energy_ev": -112710.537,
  "relative_energy_kcal_mol": 0.32,
  "fmax_ev_per_a": 3.05,
  "spin_multiplicity": 1,
  "orbital_gap_ev": 8.6
}

=====

Entry 2:
{
  "formula": "C31H32BrCdN2O2PSe2",
  "method": "wB97M-V/def2-TZVPD",
  "symbols": ["Cd", "Se", "P", "Se", "C", "C", "C", "C", "C", "C", "C", "C", "C", "C", "C", "C", "H", "H", "H", "H", "H", "H", "H", "H", "H", "H", "C", "O", "C", "C", "O", "C", "H", "H", "H", "H", "H", "H", "H", "H", "H", "H", "N", "C", "C", "C", "C", "C", "C", "C", "C", "N", "C", "H", "H", "H", "H", "H", "H", "H", "H", "Br", "C", "C", "C", "C", "C", "C", "H", "H", "H", "H"],
  "xyz": [[0.6536, 0.6615, 0.3461], [0.4462, -0.8583, 2.4078], [0.3281, -2.7210, 1.2458], [-0.6701, -2.6548, -0.6314], [-0.4735, -3.9337, 2.3404], [-1.3481, -3.5447, 3.3486], [-2.0057, -4.5059, 4.1059], [-1.7889, -5.8527, 3.8617], [-0.9133, -6.2437, 2.8558], [-0.2601, -5.2891, 2.0955], [2.0332, -3.3417, 1.0797], [2.5444, -3.7230, -0.1523], [3.8565, -4.1706, -0.2497], [4.6540, -4.2401, 0.8818], [4.1411, -3.8652, 2.1191], [2.8358, -3.4158, 2.2179], [-1.5075, -2.4907, 3.5452], [-2.6828, -4.1980, 4.8924], [-2.2995, -6.6000, 4.4552], [-0.7410, -7.2947, 2.6639], [0.4158, -5.5977, 1.3065], [1.9104, -3.6533, -1.0272], [4.2540, -4.4654, -1.2127], [5.6762, -4.5881, 0.8043], [4.7615, -3.9200, 3.0042], [2.4393, -3.1055, 3.1775], [-1.1472, 0.4086, -2.5993], [0.1638, 0.5195, -2.0567], [1.1218, -0.2128, -2.8110], [2.4843, -0.0342, -2.1922], [2.4601, -0.5853, -0.8876], [3.6953, -0.4259, -0.2008], [-1.1796, 0.8726, -3.5896], [-1.8227, 0.9249, -1.9213], [-1.4442, -0.6395, -2.6716], [1.1357, 0.1642, -3.8400], [0.8486, -1.2729, -2.8153], [2.7535, 1.0279, -2.1454], [3.2280, -0.5567, -2.8057], [4.4949, -0.9459, -0.7361], [3.5727, -0.8722, 0.7844], [3.9465, 0.6348, -0.1011], [-2.9950, -0.8128, 1.2082], [-2.9732, 0.1593, 2.1598], [-3.4279, -0.0382, 3.4487], [-3.4631, 1.0145, 4.3779], [-3.0634, 2.2794, 4.0430], [-2.5816, 2.5204, 2.7356], [-2.1748, 3.8019, 2.2949], [-1.7379, 3.9767, 1.0159], [-1.6547, 2.8483, 0.1779], [-1.9871, 1.6348, 0.5502], [-2.4972, 1.4656, 1.8038], [-3.0914, -1.7719, 1.4896], [-2.4680, -0.6617, 0.3632], [-3.7858, -1.0207, 3.7346], [-3.8317, 0.8138, 5.3762], [-3.1138, 3.0951, 4.7521], [-2.2253, 4.6354, 2.9858], [-1.4247, 4.9436, 0.6470], [-1.2591, 2.9582, -0.8261], [3.5508, 6.8877, -0.1236], [2.7686, 5.1596, -0.0149], [2.8309, 4.4551, 1.1734], [2.2486, 3.1935, 1.2387], [1.5974, 2.6067, 0.1486], [1.5703, 3.3599, -1.0296], [2.1433, 4.6227, -1.1266], [3.3241, 4.8859, 2.0347], [2.3086, 2.6635, 2.1844], [1.0813, 2.9595, -1.9131], [2.1050, 5.1836, -2.0514]],
  "forces_ev_per_angstrom": [[0.03, 0.08, 0.00], [0.01, -0.06, -0.02], [-0.01, 0.01, 0.00], [-0.01, 0.03, 0.00], [0.03, -0.03, 0.00], [0.00, 0.01, -0.02], [0.01, 0.04, 0.00], [0.01, -0.02, -0.02], [-0.02, -0.01, 0.03], [0.01, 0.00, -0.01], [0.01, -0.01, 0.04], [-0.01, 0.01, 0.00], [0.00, 0.00, 0.00], [0.00, 0.00, 0.01], [0.01, 0.00, -0.01], [-0.01, 0.00, -0.01], [0.00, 0.01, 0.01], [0.00, 0.00, 0.00], [0.00, 0.00, 0.00], [0.00, 0.00, 0.00], [-0.01, 0.02, 0.00], [0.01, -0.01, -0.01], [0.00, 0.00, 0.00], [0.00, 0.00, 0.00], [0.00, 0.00, 0.00], [0.00, 0.00, 0.00], [0.02, 0.02, 0.01], [-0.01, -0.01, -0.01], [0.01, -0.02, 0.00], [0.01, 0.02, -0.04], [-0.04, 0.00, 0.04], [0.03, -0.01, -0.04], [0.00, -0.01, 0.00], [-0.01, -0.02, 0.00], [-0.01, -0.02, -0.01], [0.02, -0.01, -0.01], [-0.02, 0.01, 0.00], [0.00, 0.00, 0.01], [0.00, 0.00, 0.00], [-0.01, 0.00, 0.00], [0.00, 0.00, 0.00], [0.00, 0.00, 0.01], [-0.17, 0.07, -0.12], [0.06, 0.10, 0.09], [0.00, 0.00, -0.06], [0.01, 0.06, 0.01], [-0.02, -0.08, -0.01], [0.01, 0.03, 0.03], [0.01, 0.02, -0.01], [-0.02, 0.00, 0.02], [0.04, -0.03, 0.01], [-0.06, 0.11, -0.06], [-0.05, -0.17, 0.01], [0.07, -0.05, 0.02], [0.06, -0.06, 0.07], [-0.01, 0.01, 0.01], [0.00, 0.00, 0.00], [0.00, 0.00, 0.00], [0.00, 0.00, 0.00], [0.01, -0.01, -0.01], [0.01, 0.01, -0.01], [0.00, 0.00, 0.00], [-0.01, 0.00, 0.00], [0.01, 0.02, -0.01], [-0.02, -0.03, 0.02], [0.02, 0.04, 0.02], [-0.02, -0.04, -0.01], [0.02, 0.02, 0.01], [0.00, -0.01, 0.00], [0.00, 0.01, 0.00], [-0.01, 0.00, 0.00], [0.00, -0.01, 0.00]],
  "lowdin_charge": [1.209, 0.256, 0.112, 0.307, -0.412, -0.121, -0.078, -0.083, -0.076, -0.088, -0.434, -0.122, -0.081, -0.084, -0.078, -0.112, 0.048, 0.104, 0.103, 0.105, 0.110, 0.057, 0.104, 0.103, 0.105, 0.095, -0.106, -0.333, -0.214, -0.206, -0.318, -0.093, 0.096, 0.067, 0.055, 0.136, 0.093, 0.119, 0.137, 0.095, 0.077, 0.088, 0.120, -0.311, -0.044, -0.086, -0.059, -0.161, -0.004, -0.045, -0.177, 0.062, -0.193, 0.079, 0.008, 0.106, 0.103, 0.106, 0.119, 0.109, 0.092, 0.705, -0.708, -0.147, -0.162, -0.276, -0.180, -0.145, 0.096, 0.082, 0.078, 0.095],
  "energy_ev": -254331.615,
  "fmax_ev_per_a": 0.22,
  "spin_multiplicity": 1,
  "orbital_gap_ev": 7.8
}

=====

Entry 3:
{
  "formula": "C11H24GaO10P2",
  "method": "wB97M-V/def2-TZVPD",
  "symbols": ["C", "C", "C", "O", "Ga", "P", "P", "O", "O", "O", "H", "H", "H", "H", "H", "H", "H", "H", "H", "H", "H", "H", "C", "C", "C", "O", "C", "O", "O", "H", "H", "H", "H", "H", "H", "C", "C", "C", "O", "C", "O", "O", "H", "H", "H", "H", "H", "H"],
  "xyz": [[3.2853, -2.2989, 0.6232], [1.9006, -2.9051, 0.7958], [1.8144, -4.3990, 0.5069], [0.5717, -4.7111, -0.1140], [-0.8784, -4.7730, 1.0649], [-2.6879, -3.4229, 0.3098], [-1.9455, -1.4436, -0.0627], [-1.2607, -1.2611, -1.3359], [-0.9916, -0.9113, 1.1321], [-3.2286, -0.4392, -0.0060], [3.5500, -2.3538, -0.4281], [4.0609, -2.7637, 1.2158], [3.2190, -1.2418, 0.8642], [1.2357, -2.4301, 0.0840], [1.5104, -2.7378, 1.7939], [1.8733, -4.9849, 1.4266], [2.5881, -4.7221, -0.1911], [-0.4631, -4.2492, 2.5377], [-1.3460, -6.3025, 1.1892], [-3.5552, -3.2105, 1.4113], [-1.1205, -1.5299, 1.8728], [-3.9731, -0.8990, 0.4199], [4.0637, 2.8405, -0.8586], [5.1603, 1.8162, -1.0056], [5.0207, 0.8858, -2.1886], [5.7168, -0.2818, -1.7342], [5.6355, -0.3026, -0.3769], [5.9249, -1.2250, 0.3037], [5.1461, 0.8795, 0.0831], [4.1421, 3.3464, 0.1030], [4.1274, 3.5848, -1.6525], [3.0828, 2.3658, -0.8967], [6.1398, 2.3054, -1.0092], [5.4750, 1.2706, -3.0986], [3.9816, 0.6135, -2.3864], [-5.9189, 3.1091, -1.5083], [-5.0671, 3.7737, -0.4579], [-4.4696, 2.8422, 0.5674], [-4.3198, 3.7128, 1.7037], [-5.2574, 4.6822, 1.6027], [-5.5253, 5.4596, 2.4602], [-5.8519, 4.6446, 0.3831], [-6.4495, 3.8566, -2.0978], [-5.3005, 2.5093, -2.1748], [-6.6686, 2.4642, -1.0487], [-4.2908, 4.3822, -0.9301], [-3.5123, 2.4260, 0.2665], [-5.1437, 2.0287, 0.8417]],
  "forces_ev_per_angstrom": [[-0.80, 0.14, -0.13], [0.43, -0.37, -0.06], [-1.18, -0.09, -0.53], [-0.19, 0.13, 0.28], [0.68, -0.62, 0.66], [-0.58, -0.13, -0.93], [0.12, 0.23, 0.19], [0.34, 0.02, -0.72], [-0.54, -0.49, 0.46], [-0.58, -0.27, 0.50], [0.29, -0.17, -0.19], [0.17, -0.09, 0.15], [0.25, 0.20, 0.21], [-0.25, 0.17, -0.08], [-0.11, 0.24, 0.21], [0.54, -0.04, 0.23], [0.33, 0.02, 0.03], [0.06, 0.17, -0.11], [-0.26, 0.19, -0.19], [0.33, 0.24, 0.22], [0.35, 0.26, -0.03], [0.30, 0.27, -0.20], [-0.16, -0.12, 0.23], [-0.28, 0.22, -0.01], [0.09, -0.07, -0.13], [-0.03, 0.12, 0.02], [-0.23, 0.00, -0.01], [0.44, 0.03, 0.05], [0.20, -0.03, -0.10], [0.08, 0.06, -0.03], [0.03, -0.01, -0.02], [0.01, -0.04, -0.04], [0.03, -0.05, -0.03], [0.12, -0.13, 0.01], [-0.04, 0.08, 0.06], [-0.28, 0.11, 0.07], [-0.20, -0.23, -0.22], [0.30, -0.01, 0.01], [-0.11, -0.02, -0.09], [0.01, -0.07, -0.05], [-0.04, 0.07, 0.07], [0.15, 0.04, 0.03], [0.09, 0.02, -0.05], [0.05, -0.01, 0.02], [0.04, -0.04, 0.04], [0.03, 0.02, 0.06], [0.07, 0.03, 0.18], [-0.06, 0.01, -0.07]],
  "lowdin_charge": [-0.118, -0.262, -0.367, -0.391, 0.082, 0.509, 0.116, -0.347, -0.211, -0.237, 0.073, 0.070, 0.066, 0.094, 0.081, 0.084, 0.105, -0.087, -0.114, -0.176, 0.042, 0.038, -0.023, -0.338, -0.096, 0.060, -0.573, 0.159, 0.079, 0.086, 0.087, 0.094, 0.155, 0.135, 0.142, -0.023, -0.330, -0.089, 0.067, -0.571, 0.156, 0.077, 0.084, 0.094, 0.088, 0.158, 0.136, 0.137],
  "energy_ev": -103229.326,
  "charge": -1,
  "fmax_ev_per_a": 1.30,
  "spin_multiplicity": 1,
  "orbital_gap_ev": 7.5
}

=====

Entry 4:
{
  "formula": "C3H8O2Ru",
  "method": "wB97M-V/def2-TZVPD",
  "symbols": ["H", "O", "C", "C", "O", "C", "Ru", "H", "H", "H", "H", "H", "H", "H"],
  "xyz": [[2.8502, 1.0433, -0.6821], [0.9879, 1.3591, -1.2248], [0.3739, 0.1408, -1.5916], [-1.0652, 0.1036, -1.1025], [-1.6851, 1.3416, -1.4865], [-3.0912, 1.3896, -1.2578], [-0.3229, 2.7703, -1.4446], [0.9171, -0.7042, -1.1417], [0.4016, -0.0009, -2.6836], [-1.1169, 0.0176, -0.0060], [-1.6141, -0.7314, -1.5601], [-3.4411, 2.3822, -1.5588], [-3.5858, 0.6198, -1.8643], [-3.3043, 1.2235, -0.1929]],
  "forces_ev_per_angstrom": [[0.87, -0.11, 0.26], [-1.04, 0.22, -0.72], [-0.23, -1.36, 0.51], [0.32, -1.38, 0.37], [0.02, -0.38, -0.21], [-2.03, 0.23, 0.24], [1.16, 1.92, 0.06], [0.12, 0.26, -0.15], [0.30, 0.32, -0.02], [-0.03, 0.04, -0.27], [0.14, 0.23, 0.09], [0.02, -0.22, 0.02], [0.22, 0.20, 0.08], [0.17, 0.02, -0.25]],
  "lowdin_charge": [0.175, -0.259, -0.199, -0.126, -0.375, 0.012, 1.706, 0.160, 0.173, 0.167, 0.172, 0.120, 0.137, 0.135],
  "energy_ev": -9889.421,
  "charge": 2,
  "relative_energy_kcal_mol": 0.00,
  "fmax_ev_per_a": 2.25,
  "spin_multiplicity": 7,
  "orbital_gap_ev": [6.2, 8.4]
}